132
Properties=species:S:1:pos:R:3 method="wB97M-V/def2-TZVPD" homo_energy_ev=-8.43 e_tot_ha=-4447.6826
C 0.158 -4.956 0.024
C 1.022 -4.115 1.119
I 0.668 -5.164 3.032
C 0.435 -2.624 1.099
I -1.639 -2.771 1.863
C 1.306 -1.553 1.909
C 2.803 -1.665 1.318
O 3.504 -0.412 1.268
C 3.462 0.193 -0.043
C 3.701 1.774 0.197
C 2.785 2.705 -0.718
O 1.424 2.251 -0.887
C 4.727 -0.411 -0.851
C 5.212 0.519 -2.063
C 5.944 -0.329 -3.242
I 6.117 0.859 -5.096
O 1.222 -1.795 3.318
C 1.118 -0.583 4.094
N 2.156 0.424 3.801
C -0.391 0.010 4.143
C -0.652 1.238 3.170
C -2.137 1.847 3.370
C -3.267 1.025 2.610
C -3.171 1.142 1.006
F -2.198 0.292 0.454
F -2.658 2.466 0.785
C -4.576 1.113 0.266
F -5.579 1.827 0.941
F -4.401 1.811 -0.955
S -5.262 -0.565 -0.179
F -4.116 -0.863 -1.325
F -4.453 -1.361 1.017
F -6.541 -0.329 0.878
F -6.204 0.155 -1.359
F -5.966 -2.010 -0.594
H -0.572 -4.291 -0.543
H 0.850 -5.408 -0.768
H -0.422 -5.810 0.482
H 2.097 -4.209 0.785
H 0.329 -2.293 0.022
H 0.931 -0.525 1.579
H 3.357 -2.434 1.957
H 2.788 -2.107 0.260
H 2.501 -0.032 -0.600
H 3.375 1.956 1.284
H 4.797 2.052 0.149
H 3.303 2.908 -1.709
H 2.719 3.726 -0.173
H 0.957 2.551 -0.085
H 4.427 -1.460 -1.201
H 5.629 -0.547 -0.164
H 5.952 1.296 -1.688
H 4.326 1.041 -2.559
H 6.989 -0.626 -2.921
H 5.364 -1.295 -3.446
H 1.316 -0.911 5.176
H 2.042 0.874 2.887
H 2.144 1.174 4.499
H -1.176 -0.819 4.063
H -0.513 0.420 5.210
H 0.053 2.082 3.499
H -0.461 1.041 2.070
H -2.358 1.732 4.502
H -2.166 2.970 3.178
H -3.141 -0.067 2.917
H -4.272 1.391 3.002
C 0.856 6.664 0.510
O 2.024 5.955 0.905
H 0.035 5.955 0.402
H 0.596 7.403 1.272
H 1.031 7.162 -0.447
H 2.733 6.601 0.993
C -0.931 3.016 -2.736
O -2.141 3.472 -2.144
H -0.737 3.604 -3.634
H -0.106 3.144 -2.034
H -1.029 1.961 -3.009
H -2.292 2.940 -1.354
C -6.476 -2.108 -4.200
O -6.069 -0.756 -4.052
H -6.223 -2.444 -5.206
H -5.955 -2.732 -3.469
H -7.557 -2.185 -4.055
H -6.304 -0.484 -3.156
C -2.002 -6.293 -2.610
O -0.849 -6.785 -1.940
H -2.572 -5.674 -1.917
H -1.701 -5.689 -3.470
H -2.623 -7.129 -2.941
H -0.363 -7.328 -2.571
C 2.184 -2.194 -3.380
O 2.829 -2.805 -2.273
H 1.718 -1.265 -3.049
H 2.926 -1.973 -4.152
H 1.417 -2.863 -3.777
H 3.233 -3.621 -2.590
C -4.331 3.481 6.531
O -3.859 2.231 6.045
H -4.114 4.250 5.790
H -5.410 3.431 6.694
H -3.824 3.730 7.467
H -4.062 1.570 6.718
C 6.632 -1.605 2.201
O 7.392 -2.647 1.601
H 5.586 -1.728 1.923
H 6.725 -1.658 3.289
H 6.988 -0.635 1.843
H 8.311 -2.516 1.861
C -10.934 -3.043 -3.471
O -10.359 -3.463 -4.700
H -11.479 -3.880 -3.034
H -10.146 -2.726 -2.782
H -11.627 -2.216 -3.649
H -9.885 -2.708 -5.065
C 4.104 4.257 -6.672
O 5.331 4.058 -5.986
H 3.779 5.285 -6.519
H 4.244 4.078 -7.742
H 3.344 3.576 -6.278
H 5.597 3.141 -6.136
C 8.185 2.900 -1.147
O 7.921 2.002 -0.077
H 7.364 2.844 -1.862
H 8.259 3.921 -0.762
H 9.117 2.619 -1.643
H 8.658 2.069 0.541
C -5.108 -1.258 4.727
O -3.878 -1.453 5.412
H -5.429 -0.225 4.865
H -4.972 -1.455 3.660
H -5.867 -1.930 5.137
H -3.619 -2.372 5.273

129
Properties=species:S:1:pos:R:3 method="wB97M-V/def2-TZVPD" homo_energy_ev=-8.67 e_tot_ha=-3493.4062
C 2.110 -1.117 4.673
C 2.416 -1.087 3.228
C 3.638 -1.802 2.789
N 1.738 -0.478 2.333
C 0.347 -0.343 2.455
C -0.460 -1.224 1.809
C 0.200 -2.330 1.035
C 0.546 -3.608 1.848
C 0.363 -3.524 3.347
I -0.478 -5.364 1.150
C -1.884 -1.081 1.873
C -2.712 -2.031 1.062
N -2.760 -1.532 -0.352
C -2.475 -0.078 2.596
C -3.969 0.079 2.666
F -4.520 0.206 1.456
F -4.337 1.161 3.351
F -4.571 -0.956 3.260
C -1.643 0.862 3.288
N -1.988 1.921 4.013
S -0.621 2.615 4.491
N 0.449 1.651 3.824
C -0.237 0.707 3.186
H 2.866 -1.637 5.235
H 2.082 -0.100 5.032
H 1.135 -1.540 4.877
H 3.802 -2.595 3.502
H 3.459 -2.248 1.830
H 4.525 -1.184 2.817
H -0.370 -2.601 0.177
H 1.124 -1.930 0.660
H 1.581 -3.828 1.671
H -0.583 -3.098 3.642
H 0.383 -4.520 3.757
H 1.199 -3.015 3.793
H -3.726 -2.098 1.401
H -2.312 -3.030 1.079
H -2.392 -2.226 -0.984
H -2.132 -0.747 -0.422
C 4.633 2.280 5.929
O 4.581 1.670 4.643
H 5.302 1.685 6.545
H 5.022 3.300 5.869
H 3.646 2.302 6.399
H 3.988 2.194 4.098
C -7.428 2.494 5.189
O -7.610 2.115 3.831
H -8.234 3.175 5.447
H -7.473 1.627 5.855
H -6.472 3.006 5.335
H -6.897 1.514 3.600
C 0.727 -0.200 -2.536
O -0.428 -0.780 -1.911
H 1.590 -0.410 -1.911
H 0.886 -0.636 -3.525
H 0.604 0.879 -2.632
H -1.197 -0.614 -2.463
C -0.009 3.619 -3.615
O 1.289 3.042 -3.635
H -0.716 2.872 -3.971
H -0.287 3.921 -2.600
H -0.045 4.494 -4.275
H 1.910 3.710 -3.330
C 2.642 -8.676 1.090
O 1.949 -7.922 2.073
H 3.284 -7.998 0.536
H 3.264 -9.453 1.544
H 1.943 -9.144 0.390
H 1.369 -8.534 2.539
C 4.451 0.885 -0.420
O 3.551 -0.185 -0.655
H 5.202 0.867 -1.206
H 3.936 1.851 -0.448
H 4.952 0.779 0.549
H 2.890 -0.166 0.063
C -2.998 2.815 -0.479
O -3.493 1.788 -1.336
H -2.916 3.724 -1.069
H -3.679 2.994 0.358
H -2.010 2.555 -0.087
H -3.561 0.985 -0.807
C -0.727 -10.765 1.532
O -0.339 -9.685 2.382
H -0.226 -10.622 0.579
H -0.424 -11.727 1.951
H -1.806 -10.766 1.369
H -0.780 -9.802 3.228
C 4.577 -5.074 0.206
O 3.983 -4.735 1.455
H 5.033 -4.170 -0.190
H 5.349 -5.839 0.327
H 3.822 -5.429 -0.499
H 3.575 -5.533 1.811
C 4.374 5.354 -5.424
O 3.238 4.734 -4.825
H 5.234 5.154 -4.791
H 4.560 4.937 -6.418
H 4.239 6.434 -5.509
H 2.478 4.911 -5.390
C -2.813 -6.538 4.014
O -2.481 -5.269 4.572
H -2.060 -6.755 3.261
H -2.798 -7.321 4.778
H -3.795 -6.515 3.534
H -3.140 -5.055 5.237
C -0.200 4.586 -7.515
O 0.616 5.604 -6.920
H -0.070 3.671 -6.942
H -1.248 4.885 -7.489
H 0.112 4.412 -8.547
H 0.491 6.406 -7.433
C -2.563 6.901 -5.405
O -2.948 5.974 -6.418
H -2.443 7.870 -5.881
H -3.330 6.981 -4.630
H -1.615 6.611 -4.944
H -3.058 5.117 -5.997
C -6.654 3.059 -1.701
O -6.296 1.995 -2.568
H -7.684 3.330 -1.923
H -6.591 2.757 -0.651
H -6.019 3.936 -1.859
H -5.384 1.761 -2.364
C 4.290 8.927 -7.503
O 5.470 8.439 -6.873
H 3.494 8.218 -7.287
H 4.006 9.907 -7.112
H 4.416 8.995 -8.587
H 6.181 9.058 -7.058

| no. | orbital gap (eV) | LUMO (eV) |
| --- | --- | --- |
| 1 | 7.3 | -1.11 |
| 2 | 8.0 | -0.67 |